# C5H13N2

An isolated ion of composition C5H13N2 and charge +1 at a distorted geometry (ωB97M-V with the def2-TZVPD basis set, the Open Molecules 2025 dataset).

Properties
Kohn-Sham gap = 10.11 eV
Structure (SMILES) = C=C(N)C[C@H](C)[NH3+]
Multiplicity = 1
Charge = +1

Last column: Mulliken charge in e.
Atoms and positions in Å:
C 2.226 0.951 -0.704  -1.02
C 1.240 0.081 -0.614  0.69
N 1.602 -1.326 -0.475  -0.61
C -0.167 0.506 -0.855  -0.93
C -1.196 -0.180 0.150  0.29
C -2.368 0.666 0.597  -1.42
N -0.274 -0.643 1.324  -0.42
H 1.849 1.989 -0.801  0.26
H 3.252 0.610 -0.529  0.28
H 1.249 -1.868 -1.280  0.23
H 2.554 -1.547 -0.587  0.24
H -0.350 0.150 -1.958  0.30
H -0.361 1.544 -0.931  0.48
H -1.510 -1.216 -0.357  0.28
H -1.910 1.558 1.117  0.37
H -3.033 0.048 1.206  0.41
H -2.886 0.954 -0.218  0.43
H 0.329 0.072 1.790  0.39
H -0.801 -1.088 2.097  0.39
H 0.554 -1.260 1.026  0.36

---

# C5H13N2

C5H13N2 as an isolated structure at a distorted geometry (ωB97M-V with the def2-TZVPD basis set, the Open Molecules 2025 dataset).

Properties
Kohn-Sham gap = 11.31 eV
Multiplicity = 1
Charge = +1

Last column: Mulliken charge in e.
Atoms and positions in Å:
C -0.153 0.779 -0.436  1.42
C -1.599 0.915 -0.116  -1.16
C 0.372 1.805 -1.271  -1.93
C 1.767 -0.597 -0.598  -0.92
C -0.365 -1.684 0.939  -0.73
N -0.505 -1.345 2.221  -0.22
N 0.523 -0.274 -0.110  -0.06
H -2.100 0.682 -1.082  0.35
H -1.984 0.248 0.743  0.11
H -1.946 1.922 -0.058  0.44
H -0.253 2.575 -1.626  0.39
H 0.531 1.335 -2.229  0.48
H 1.289 2.149 -0.927  0.47
H 2.422 0.262 -0.997  0.33
H 1.693 -1.483 -1.254  0.35
H 2.362 -1.036 0.349  0.30
H 0.360 -2.417 0.891  0.44
H -1.280 -1.762 0.327  0.42
H 0.182 -1.398 2.967  0.25
H -1.316 -0.676 2.267  0.27

---

# C5H13N2

C5H13N2 as an isolated structure at a distorted geometry (ωB97M-V with the def2-TZVPD basis set, the Open Molecules 2025 dataset).

Properties
Kohn-Sham gap = 3.65 eV
Multiplicity = 1
Charge = +1

Last column: Mulliken charge in e.
Atoms and positions in Å:
C -0.547 -0.922 2.589  -1.22
C -0.413 -1.913 1.459  -0.06
C 0.374 -1.542 0.248  -0.32
C -0.896 -0.924 -0.252  -0.43
N 0.568 2.238 -1.651  -0.33
C 1.733 2.063 -2.447  -0.61
N -1.234 0.470 0.030  -0.42
H -0.450 -1.340 3.648  0.34
H -1.498 -0.345 2.504  0.40
H 0.210 -0.165 2.458  0.43
H -0.217 -2.955 1.715  0.39
H 2.292 3.056 -2.136  0.37
H 0.658 -2.287 -0.500  0.30
H 1.123 -0.776 0.405  0.24
H -1.005 0.040 0.941  0.33
H -1.737 -1.525 -0.589  0.38
H 2.203 1.120 -2.200  0.33
H 0.725 1.972 -0.670  0.30
H 1.354 2.577 -3.363  0.34
H -0.832 1.191 -0.583  0.27

---

# C5H13N2

An isolated ion of composition C5H13N2 and charge +1 at a distorted geometry (ωB97M-V with the def2-TZVPD basis set, the Open Molecules 2025 dataset).

Properties
Kohn-Sham gap = 11.10 eV
Structure (SMILES) = C=C(CCN)[NH2+]C
Multiplicity = 1
Charge = +1

Last column: Mulliken charge in e.
Atoms and positions in Å:
C 0.150 0.685 -2.113  -0.97
C -0.042 0.585 -0.747  0.48
C 1.077 1.187 0.249  -0.52
C 0.903 0.537 1.641  -1.02
N 0.795 -0.970 1.564  -0.64
N -0.986 -0.348 -0.080  -0.12
C -1.870 -1.242 -0.869  -0.92
H -0.083 0.152 -3.063  0.32
H 0.945 1.377 -2.266  0.31
H 2.070 1.025 -0.272  0.37
H 0.969 2.279 0.410  0.36
H 1.767 0.752 2.233  0.46
H 0.081 0.858 2.182  0.40
H 1.056 -1.220 2.569  0.30
H 1.500 -1.230 0.869  0.24
H -1.619 0.092 0.511  0.38
H -0.403 -0.847 0.679  0.58
H -1.342 -2.256 -1.034  0.31
H -2.801 -1.428 -0.269  0.33
H -2.116 -0.841 -1.901  0.35

---

# C5H13N2

An isolated ion of composition C5H13N2 and charge +1 at a distorted geometry (ωB97M-V with the def2-TZVPD basis set, the Open Molecules 2025 dataset).

Properties
Kohn-Sham gap = 11.33 eV
Structure (SMILES) = C[C@H]1[C@H](N)[NH2+][C@@H]1C
Multiplicity = 1
Charge = +1

Last column: Mulliken charge in e.
Atoms and positions in Å:
C -0.499 -2.165 0.038  -1.58
C -0.249 -0.685 -0.350  0.48
C -1.270 0.344 0.333  -0.54
N -2.229 0.987 -0.382  -0.38
N 0.015 1.242 0.511  -0.07
C 0.991 0.131 0.317  -0.36
C 2.305 0.479 -0.424  -1.12
H -0.171 -2.304 1.048  0.37
H 0.084 -2.801 -0.469  0.50
H -1.516 -2.485 -0.042  0.38
H -0.197 -0.482 -1.398  0.44
H -1.651 0.108 1.438  0.34
H -2.825 1.731 -0.047  0.22
H -2.117 0.935 -1.323  0.20
H 0.063 1.918 1.371  0.35
H 0.064 1.695 -0.372  0.40
H 1.285 -0.278 1.322  0.37
H 2.241 1.449 -1.041  0.32
H 2.636 -0.367 -0.965  0.33
H 3.040 0.548 0.434  0.34

---

# C5H13N2

An isolated ion of composition C5H13N2 and charge +1 at a distorted geometry (ωB97M-V with the def2-TZVPD basis set, the Open Molecules 2025 dataset).

Properties
Kohn-Sham gap = 8.28 eV
Structure (SMILES) = CN/C=C/CC[NH3+]
Multiplicity = 1
Charge = +1

Last column: Mulliken charge in e.
Atoms and positions in Å:
C 1.833 -0.626 -2.612  -0.88
N 0.531 -0.685 -1.906  -0.26
C 0.665 -0.826 -0.505  -0.16
C -0.246 -0.906 0.502  -0.86
C -0.022 -0.126 1.795  -0.39
C -0.820 1.147 1.947  -0.59
N -1.709 1.469 0.836  -0.26
H 2.437 0.353 -2.500  0.27
H 1.541 -0.671 -3.723  0.32
H 2.485 -1.460 -2.371  0.31
H 0.060 -1.034 -2.726  0.32
H 1.580 -0.669 -0.007  0.41
H -1.341 -1.164 0.530  0.37
H -0.378 -0.867 2.571  0.36
H 0.957 0.365 2.006  0.25
H -0.397 2.175 2.156  0.39
H -1.332 1.010 2.912  0.33
H -2.020 2.415 0.935  0.37
H -1.242 1.179 -0.091  0.31
H -2.566 0.893 1.037  0.38

---

# C5H13N2

An isolated ion of composition C5H13N2 and charge +1 at a distorted geometry (ωB97M-V with the def2-TZVPD basis set, the Open Molecules 2025 dataset).

Properties
Kohn-Sham gap = 9.35 eV
Multiplicity = 1
Charge = +1

Last column: Mulliken charge in e.
Atoms and positions in Å:
C -0.656 -1.183 0.543  -0.46
C 0.231 0.806 -0.178  -0.03
C 0.856 1.980 0.465  -1.16
C -2.514 -0.017 -0.415  -0.80
C 1.833 -1.167 -0.343  -0.84
N -1.496 0.022 0.541  -0.22
N 0.759 -0.463 0.495  0.00
H -0.695 -1.753 1.596  0.34
H -0.701 -1.880 -0.218  0.36
H 0.373 0.601 -1.249  0.46
H 0.445 2.386 1.440  0.34
H 0.679 2.928 -0.127  0.37
H 1.888 1.779 0.272  0.35
H -2.756 1.034 -0.728  0.32
H -2.392 -0.599 -1.478  0.28
H -3.481 -0.602 0.038  0.30
H 2.346 -2.009 0.237  0.36
H 1.465 -1.824 -1.179  0.32
H 2.493 -0.328 -0.711  0.32
H 1.192 -0.358 1.352  0.38

---

# C5H13N2

An isolated ion of composition C5H13N2 and charge +1 at a distorted geometry (ωB97M-V with the def2-TZVPD basis set, the Open Molecules 2025 dataset).

Properties
Kohn-Sham gap = 11.63 eV
Structure (SMILES) = C=NCC[C@@H](C)[NH3+]
Multiplicity = 1
Charge = +1

Last column: Mulliken charge in e.
Atoms and positions in Å:
C 0.960 2.874 0.259  -0.32
N 0.766 1.676 -0.116  -0.35
C 1.303 0.582 0.699  -0.70
C 0.242 -0.507 0.868  -0.73
C -0.243 -1.044 -0.459  0.04
C -1.060 -2.316 -0.369  -1.43
N -1.062 0.069 -1.061  -0.21
H 0.483 3.701 -0.247  0.27
H 1.618 3.120 1.075  0.26
H 2.193 0.137 0.217  0.28
H 1.631 0.998 1.661  0.48
H 0.634 -1.252 1.556  0.40
H -0.629 -0.111 1.387  0.31
H 0.632 -1.117 -1.119  0.37
H -1.652 -2.504 -1.264  0.40
H -0.385 -3.095 -0.106  0.39
H -1.758 -2.188 0.421  0.37
H -0.419 0.914 -1.076  0.42
H -1.443 -0.218 -1.945  0.35
H -1.810 0.283 -0.381  0.38

---

# C5H13N2

An isolated ion of composition C5H13N2 and charge +1 at a distorted geometry (ωB97M-V with the def2-TZVPD basis set, the Open Molecules 2025 dataset).

Properties
Kohn-Sham gap = 9.80 eV
Structure (SMILES) = C=C(N)C[C@@H](C)[NH3+]
Multiplicity = 1
Charge = +1

Last column: Mulliken charge in e.
Atoms and positions in Å:
C -1.326 1.822 -1.063  -1.02
C -0.417 0.919 -0.771  0.66
N 0.488 0.470 -1.796  -0.61
C 0.205 0.816 0.639  -0.96
C 0.363 -0.634 1.163  0.09
C -0.954 -1.360 1.272  -1.27
N 1.249 -1.348 0.132  -0.29
H -2.081 2.238 -0.428  0.29
H -1.404 2.386 -2.000  0.27
H 1.395 0.930 -1.875  0.23
H 0.094 0.517 -2.731  0.26
H 1.131 1.391 0.493  0.36
H -0.466 1.317 1.320  0.40
H 0.955 -0.538 2.075  0.31
H -1.403 -1.502 0.288  0.34
H -0.726 -2.357 1.668  0.45
H -1.571 -0.737 1.924  0.37
H 1.262 -2.350 0.320  0.35
H 2.167 -0.910 0.233  0.36
H 1.040 -1.070 -0.863  0.39

---

# C5H13N2O

A 2-piece molecular cluster, C5H13N2O overall (ωB97M-V with the def2-TZVPD basis set, the Open Molecules 2025 dataset).

Properties
Kohn-Sham gap = 7.06 eV
Multiplicity = 1
Charge = -1

Last column: Mulliken charge in e.
Atoms and positions in Å:
C -2.210 0.472 0.288  -0.82
O -0.866 0.407 0.442  -0.74
C -2.911 -0.823 0.712  -0.34
N -2.431 -1.927 -0.125  -0.67
H -2.682 1.286 0.896  0.25
H -2.529 0.691 -0.752  0.30
H -2.678 -0.975 1.769  0.26
H -3.999 -0.728 0.602  0.32
H -1.439 -1.758 -0.252  0.26
H -2.539 -2.819 0.339  0.20
N 1.206 -0.722 -1.005  -0.73
C 2.091 0.433 -1.101  -0.28
C 3.386 1.459 0.751  -0.83
C 2.223 1.105 0.236  -0.11
H 0.985 -1.080 -1.923  0.21
H 0.362 -0.478 -0.454  0.39
H 1.693 1.181 -1.805  0.18
H 3.095 0.141 -1.418  0.30
H 3.421 1.963 1.707  0.28
H 4.317 1.250 0.234  0.26
H 1.273 1.217 0.755  0.31